# 1
Density functional theory data (ωB97M-V/def2-TZVPD) for a structure of composition C13H30AlBINO5.

Results
highest occupied orbital energy	-7.140	eV
molecular weight	445.083	g mol⁻¹
charge	0
energy relative to the best compared isomer or geometry (same formula, charge and spin)	0.0	kcal per mole
HOMO-LUMO gap	2.68	eV
LUMO level	-4.46	eV

Each line ends with the Löwdin charge.
Geometry (Å):
C (-2.09, 3.34, -0.84)  -0.121
O (-2.37, 2.00, -0.52)  -0.234
C (-2.44, 1.13, -1.69)  -0.224
C (-1.18, 0.29, -1.76)  -0.271
C (-0.61, -0.06, -3.14)  -0.248
Al (-1.82, -0.12, -4.75)  -0.186
I (-2.45, -2.56, -5.36)  0.216
O (-0.91, 0.57, -6.12)  -0.020
B (-1.26, 1.84, -6.43)  -0.986
O (-2.29, 2.12, -7.34)  0.125
O (-0.59, 2.93, -5.90)  0.143
H (-3.01, 3.89, -1.04)  0.087
H (-1.42, 3.43, -1.69)  0.088
H (-1.60, 3.79, 0.02)  0.075
H (-2.56, 1.76, -2.56)  0.082
H (-3.32, 0.52, -1.52)  0.122
H (-1.30, -0.62, -1.17)  0.092
H (-0.43, 0.87, -1.22)  0.083
H (0.24, 0.58, -3.39)  0.047
H (-0.19, -1.07, -3.08)  0.032
H (-3.18, 0.72, -4.63)  -0.024
H (-3.10, 1.76, -6.98)  0.078
H (-0.22, 2.68, -5.05)  0.077
C (1.07, 0.54, 4.06)  -0.014
C (0.40, -0.04, 2.81)  -0.434
C (-0.42, -1.28, 3.15)  -0.102
C (0.44, -2.47, 3.59)  -0.151
C (1.50, -2.82, 2.55)  -0.099
C (2.35, -1.65, 2.02)  -0.439
N (1.42, -0.49, 1.76)  0.056
O (0.96, -0.49, 0.67)  0.231
C (3.46, -1.26, 3.01)  -0.009
C (3.05, -2.05, 0.72)  -0.015
C (-0.47, 1.07, 2.23)  -0.007
H (0.31, 1.03, 4.66)  0.102
H (1.53, -0.21, 4.71)  0.065
H (1.82, 1.29, 3.81)  0.104
H (-1.01, -1.57, 2.28)  0.142
H (-1.12, -1.00, 3.93)  0.143
H (0.91, -2.27, 4.56)  0.112
H (-0.20, -3.34, 3.74)  0.128
H (2.20, -3.56, 2.95)  0.139
H (1.01, -3.29, 1.69)  0.137
H (3.98, -0.36, 2.68)  0.103
H (4.19, -2.07, 3.05)  0.099
H (3.11, -1.11, 4.03)  0.070
H (2.36, -2.46, -0.01)  0.099
H (3.78, -2.82, 0.95)  0.105
H (3.56, -1.20, 0.27)  0.107
H (0.12, 1.95, 1.98)  0.108
H (-1.20, 1.35, 2.98)  0.108
H (-1.02, 0.77, 1.33)  0.078

---

# 2
Density functional theory data (ωB97M-V/def2-TZVPD) for a cluster of 6 separate species, C21H50BN3O9 in total.

Results
highest occupied orbital energy	-8.805	eV
molecular weight	499.455	g mol⁻¹
charge	0
HOMO-LUMO gap	9.15	eV
SMILES string	CCNCO[C@@H](CB(O)O)[C@H](NO)c1ccncc1.CCO.CCO.CCO.CCO.CCO
LUMO level	0.34	eV

Each line ends with the Löwdin charge.
Geometry (Å):
C (1.79, 3.56, 1.42)  -0.088
C (2.82, 2.54, 2.10)  -0.256
N (2.28, 1.84, 3.29)  -0.057
C (1.14, 0.96, 2.97)  -0.251
O (1.44, 0.07, 1.89)  -0.119
C (0.24, -0.45, 1.27)  -0.243
C (0.34, -0.12, -0.28)  -0.020
B (-0.49, 1.18, -0.74)  -0.566
O (-1.90, 1.09, -0.80)  0.099
O (0.25, 2.35, -1.10)  0.088
C (0.30, -2.04, 1.51)  -0.196
N (-0.13, -2.35, 2.89)  -0.072
O (-1.45, -1.93, 3.11)  -0.073
C (1.80, -2.45, 1.38)  -0.110
C (2.55, -2.45, 0.13)  -0.025
C (3.95, -2.79, -0.01)  -0.138
N (4.69, -3.14, 1.07)  0.030
C (4.01, -3.17, 2.24)  -0.149
C (2.63, -2.87, 2.53)  0.014
H (1.88, 4.54, 1.96)  0.072
H (0.75, 3.18, 1.42)  0.054
H (2.12, 3.69, 0.36)  0.069
H (3.27, 1.85, 1.35)  0.109
H (3.67, 3.19, 2.47)  0.109
H (1.88, 2.57, 3.88)  0.109
H (0.22, 1.58, 2.78)  0.122
H (0.94, 0.33, 3.89)  0.128
H (-0.70, 0.00, 1.68)  0.139
H (1.44, 0.06, -0.50)  0.116
H (0.06, -1.05, -0.84)  0.109
H (-2.10, 1.07, -1.76)  0.102
H (0.98, 2.08, -1.71)  0.093
H (-0.33, -2.61, 0.79)  0.159
H (0.45, -1.73, 3.48)  0.093
H (-1.45, -1.13, 3.66)  0.094
H (2.01, -2.15, -0.80)  0.093
H (4.42, -2.73, -1.02)  0.107
H (4.62, -3.49, 3.12)  0.104
H (2.20, -2.93, 3.55)  0.083
C (-0.92, 2.14, -5.23)  -0.080
C (0.58, 2.10, -5.01)  -0.304
O (0.88, 1.32, -3.85)  -0.090
H (-1.43, 2.56, -4.36)  0.071
H (-1.17, 2.74, -6.11)  0.076
H (-1.31, 1.13, -5.38)  0.076
H (0.97, 3.11, -4.84)  0.117
H (1.09, 1.67, -5.87)  0.080
H (0.54, 0.43, -4.01)  0.086
C (-6.37, 2.11, -1.49)  -0.086
C (-4.87, 2.34, -1.59)  -0.328
O (-4.41, 2.04, -2.90)  -0.088
H (-6.61, 1.08, -1.73)  0.080
H (-6.73, 2.33, -0.48)  0.059
H (-6.90, 2.74, -2.20)  0.075
H (-4.34, 1.70, -0.89)  0.095
H (-4.62, 3.38, -1.36)  0.116
H (-4.87, 2.62, -3.51)  0.082
C (1.52, -6.06, 6.29)  -0.093
C (1.77, -4.86, 5.39)  -0.336
O (3.17, -4.62, 5.26)  -0.099
H (1.96, -5.89, 7.28)  0.076
H (0.45, -6.25, 6.41)  0.075
H (2.00, -6.96, 5.89)  0.073
H (1.32, -3.97, 5.82)  0.112
H (1.35, -5.03, 4.40)  0.105
H (3.57, -5.41, 4.88)  0.085
C (-5.21, 2.18, 2.94)  -0.088
C (-5.01, 3.38, 2.03)  -0.315
O (-3.63, 3.66, 1.87)  -0.082
H (-4.75, 2.36, 3.91)  0.075
H (-6.27, 1.96, 3.07)  0.074
H (-4.72, 1.29, 2.51)  0.071
H (-5.48, 4.26, 2.47)  0.115
H (-5.45, 3.20, 1.05)  0.075
H (-3.22, 2.87, 1.48)  0.069
C (3.56, -1.19, -7.53)  -0.091
C (2.30, -1.28, -6.68)  -0.308
O (1.45, -0.17, -6.93)  -0.103
H (4.10, -0.27, -7.32)  0.078
H (4.22, -2.04, -7.33)  0.076
H (3.31, -1.18, -8.59)  0.073
H (2.56, -1.27, -5.62)  0.112
H (1.76, -2.21, -6.90)  0.109
H (1.22, -0.19, -7.87)  0.091

---

# 3
Density functional theory data (ωB97M-V/def2-TZVPD) for the molecule C9H8BrN3O2.

Results
highest occupied orbital energy (spin up / spin down)	-6.939 / -6.938	eV
molecular weight	270.086	g mol⁻¹
charge	0
energy relative to the best compared isomer or geometry (same formula, charge and spin)	186.6	kcal per mole
HOMO-LUMO gap (spin up / spin down)	5.76 / 5.76	eV
LUMO level (spin up / spin down)	-1.18 / -1.18	eV

Each line ends with the Löwdin charge.
Geometry (Å):
C (3.05, 1.77, -0.34)  -0.140
C (1.82, 2.27, -0.54)  -0.052
C (2.13, -0.37, 0.19)  -0.099
C (-0.42, -0.56, 0.37)  -0.141
C (0.87, 0.20, 0.19)  -0.182
C (3.29, 0.40, 0.01)  -0.701
C (0.61, 1.53, -0.29)  -0.403
C (-1.51, 0.26, 0.02)  -0.019
C (-3.48, -1.03, 0.65)  -0.045
N (-0.59, 2.01, -0.43)  0.182
N (-2.80, 0.16, 0.22)  0.038
N (-0.30, -1.77, -0.68)  -0.335
O (0.37, -2.74, -0.36)  0.077
O (-0.90, -1.61, -1.70)  0.110
Br (5.00, -0.41, 0.14)  0.690
H (3.81, 2.48, -0.43)  0.087
H (1.75, 3.37, -0.66)  0.120
H (1.97, -1.50, 0.55)  0.151
H (-0.46, -1.08, 1.33)  0.169
H (-3.82, -1.62, -0.19)  0.085
H (-2.69, -1.73, 1.12)  0.126
H (-4.43, -0.91, 1.21)  0.103
H (-3.27, 0.87, -0.37)  0.180

---

For reference, F_max by record: 3.90; 3.26; 5.47 eV/A.